# 1
DFT (the ωB97M-V functional and the def2-TZVPD basis) results for a molecular structure, C22H23N8O5Y.

Structure (XYZ):
```
59
Properties=species:S:1:pos:R:3
Y 0.07726 0.70786 -0.18878
O -1.12626 0.76405 3.59297
C -0.68763 0.99598 2.23962
O -1.63600 1.05283 1.25295
C -0.01992 2.39709 2.40425
O 0.31149 2.82268 1.05405
C -0.58853 3.84584 0.60555
C -0.85871 3.72459 -0.88257
O -1.25430 4.70638 -1.49842
O -0.64888 2.56246 -1.40116
H -1.88296 0.17089 3.52667
H -0.70330 3.11035 2.85792
H 0.89736 2.33602 2.98539
H -1.54917 3.72853 1.10968
H -0.16850 4.82822 0.82330
N -1.18515 -2.64408 -0.28110
C -2.05456 -1.84688 -1.02275
C -3.29167 -2.39821 -1.38297
C -4.18917 -1.60782 -2.06352
C -3.85108 -0.29691 -2.38177
C -2.61859 0.16896 -1.98629
N -1.73462 -0.59385 -1.32196
C 0.20378 -2.65894 -0.21672
C 0.81915 -3.76998 0.37354
C 2.19067 -3.81354 0.41985
C 2.93107 -2.76722 -0.13053
C 2.24112 -1.70586 -0.66088
N 0.89612 -1.63947 -0.70603
H -1.60908 -3.48870 0.06343
H -3.52663 -3.42399 -1.13207
H -5.15199 -2.01265 -2.34784
H -4.53736 0.35354 -2.90366
H -2.30397 1.18812 -2.17345
H 0.21725 -4.56065 0.80128
H 2.68888 -4.65526 0.88248
H 4.01065 -2.76807 -0.11563
H 2.75065 -0.84787 -1.07719
N 0.42910 3.70849 -3.72370
C 1.67103 3.54170 -4.16269
N 2.14538 4.36557 -5.11654
N 2.50227 2.59204 -3.74349
C 2.14906 1.86875 -2.72576
N 1.87872 1.18028 -1.82897
H -0.08851 4.55498 -3.89383
H 0.05988 3.14140 -2.94971
H 1.53769 4.98064 -5.62445
H 3.05714 4.16390 -5.48494
N 0.34846 0.07986 1.80686
C 0.63553 -1.03818 2.61361
C -0.33515 -1.98892 2.96179
C -0.00935 -3.10613 3.71104
C 1.30299 -3.33051 4.11332
C 2.28147 -2.41277 3.76317
C 1.94752 -1.28067 3.03044
H -1.35327 -1.83616 2.61878
H -0.78290 -3.81549 3.98285
H 1.55008 -4.20642 4.70007
H 3.30767 -2.56930 4.07370
H 2.70774 -0.55750 2.76085
```

Largest force on an atom = 0.0449 hartree/bohr
Energy above the lowest of the compared OMol25 structures with the same formula, charge and spin = 0.1576 eV
Electronic energy = -1704.95638 Ha
Highest occupied orbital energy = -7.072 eV
Charge = 0


# 2
DFT (the ωB97M-V functional and the def2-TZVPD basis) results for a gas-phase ion, C8H9ClN3 (charge +1).

Structure (XYZ):
```
21
Properties=species:S:1:pos:R:3
C -3.21256 0.37265 0.63010
C -2.35841 -0.68351 0.52473
C -2.96895 1.59750 -0.05799
C -0.86739 0.92406 -0.49247
C 1.06910 -0.03287 0.08594
C -1.14292 -0.54461 -0.38346
C 3.23047 -1.34271 -0.27076
C 2.49977 -0.23782 0.48026
N -1.77986 1.90096 -0.47742
N 0.15402 -1.11726 -0.07111
N 0.43324 1.09308 -0.14571
Cl 3.42168 1.26939 0.14916
H -4.09268 0.44356 1.14079
H -2.86693 -1.71514 0.57528
H -3.71353 2.41290 -0.18266
H -1.54045 -0.91107 -1.33987
H 4.32887 -1.23180 -0.05162
H 2.88334 -1.31562 -1.31395
H 2.85417 -2.28497 0.04454
H 2.70237 -0.52836 1.59032
H 0.96664 1.93163 -0.43408
```

Largest force on an atom = 0.1643 hartree/bohr
Energy above the lowest of the compared OMol25 structures with the same formula, charge and spin = 1.0451 eV
Electronic energy = -934.35930 Ha
Highest occupied orbital energy (alpha / beta) = -13.934 / -13.934 eV
Charge = +1
SMILES string = C[C@@H](Cl)C1=N[C@H]2C=CC=NC2=[NH+]1


# 3
DFT (the ωB97M-V functional and the def2-TZVPD basis) results for a molecular structure, C20H46BBr2Cl3F4MgN6NaO7P.

Structure (XYZ):
```
92
Properties=species:S:1:pos:R:3
N 5.55229 1.53338 1.14611
C 5.42814 2.36887 0.06454
N 5.72601 1.76832 -1.32450
N 4.98584 3.81389 0.07736
C 4.34794 4.22980 1.38233
C 2.83768 3.64864 1.64178
C 1.92146 3.45104 0.30049
C 2.08391 2.01219 -0.46239
P 2.13490 0.48047 0.67507
H 5.88344 0.60739 0.73854
H 4.95471 1.07457 -1.56602
H 5.58719 2.56406 -2.01636
H 4.42421 4.08038 -0.76061
H 5.01950 3.84999 2.29208
H 4.32530 5.41686 1.50808
H 2.27933 4.46895 2.30609
H 2.94083 2.70556 2.32667
H 0.77859 3.57762 0.57916
H 2.13432 4.29078 -0.52075
H 2.99312 1.96301 -1.22779
H 1.11260 1.88686 -1.14541
H 3.13814 0.61481 1.74036
H 2.56687 -0.70155 -0.08288
H 0.87757 0.22586 1.38763
C 1.69868 -3.87561 -0.37747
C 1.92993 -3.95599 1.12885
N 0.77861 -3.52484 1.92808
C 1.09877 -3.33011 3.34698
C 1.52188 -4.55668 4.14881
C -0.48684 -4.21031 1.66436
C -0.52249 -5.72521 1.82596
H 1.38658 -2.86974 -0.67863
H 2.62783 -4.10994 -0.90870
H 0.94318 -4.59145 -0.71393
H 2.78050 -3.29873 1.35246
H 2.24432 -4.97263 1.38527
H 0.24674 -2.85573 3.85002
H 1.90612 -2.58983 3.41273
H 0.67202 -5.20201 4.37712
H 1.94505 -4.23985 5.10810
H 2.28543 -5.14856 3.63777
H -0.79831 -3.97245 0.63949
H -1.27752 -3.77176 2.28855
H 0.34328 -6.21749 1.37340
H -1.41587 -6.12724 1.33663
H -0.57901 -6.01857 2.87659
C -1.14171 -0.50270 -1.50348
Cl 0.17597 -0.30323 -0.34207
Cl -0.76440 0.29276 -3.03647
H -1.29773 -1.56887 -1.68492
H -2.05148 -0.06206 -1.08856
Cl -4.05148 -0.11148 -1.20788
C -5.60660 3.45745 0.37019
C -4.63466 2.95861 1.42357
C -4.86693 3.54709 2.78259
O -3.57215 3.54298 3.35508
C -2.68720 3.60001 2.31702
O -1.49250 3.82290 2.44037
O -3.31187 3.37658 1.12299
H -5.23191 4.35562 -0.13229
H -5.73866 2.69418 -0.40453
H -6.59359 3.66775 0.79328
H -4.64568 1.86289 1.46327
H -5.55060 2.93726 3.38080
H -5.23683 4.57740 2.76015
C -7.32567 4.38353 -2.86741
O -7.16509 4.87975 -1.76352
N -6.58156 4.72674 -3.93427
N -8.26094 3.44908 -3.11584
H -6.69873 4.32930 -4.85104
H -5.86582 5.42715 -3.79045
H -8.84285 3.16220 -2.33959
H -8.40809 3.02882 -4.01792
Na 0.55715 5.03914 2.91027
Br -0.24759 -5.80189 -3.17163
C 1.45191 -6.02650 -4.10164
C 1.77074 -4.82419 -4.95902
Br 0.70286 -4.81503 -6.59095
H 1.38360 -6.95811 -4.66989
H 2.19672 -6.14366 -3.30950
H 2.80945 -4.85722 -5.29898
H 1.58954 -3.87112 -4.45410
B -3.34283 -4.67318 -1.04264
F -2.35958 -5.69234 -1.37161
F -2.89997 -3.93222 0.12717
F -3.49094 -3.76213 -2.16590
F -4.62091 -5.30608 -0.76020
Mg 1.15715 -2.65940 5.37805
C 6.87469 5.97729 -1.22153
O 7.29569 5.52166 -2.27357
O 7.50380 6.01210 -0.15771
O 5.75444 6.47410 -1.05770
```

Largest force on an atom = 0.0999 hartree/bohr
Electronic energy = -9301.26405 Ha
Highest occupied orbital energy = -6.413 eV
Charge = 0


# 4
DFT (the ωB97M-V functional and the def2-TZVPD basis) results for a single C2HCl2NO2 molecule.

Structure (XYZ):
```
8
Properties=species:S:1:pos:R:3
C 0.75530 1.21868 -0.70913
C -0.16681 0.14714 -0.36137
N 1.46332 2.07835 -0.94169
O -1.00484 -0.85318 1.45588
O -0.14886 0.10364 0.94527
Cl 1.08878 -1.48613 -1.13789
Cl -1.65933 -0.02704 -1.34532
H -0.32757 -1.18146 2.09424
```

Largest force on an atom = 0.0653 hartree/bohr
Energy above the lowest of the compared OMol25 structures with the same formula, charge and spin = 1.3556 eV
Electronic energy = -1202.26533 Ha
Highest occupied orbital energy = -11.006 eV
Charge = 0
SMILES string = N#CC(Cl)(Cl)OO


# 5
DFT (the ωB97M-V functional and the def2-TZVPD basis) results for a single C3H6N2S3 molecule.

Structure (XYZ):
```
14
Properties=species:S:1:pos:R:3
C 1.91607 -0.34526 -0.12512
C -0.84125 -0.04281 0.29891
C -2.20919 -0.67668 0.66963
H 2.99657 1.16233 -0.84944
H 1.29094 1.67366 -0.64130
H 3.90762 -0.45434 -0.14689
H -1.99991 -1.72074 0.85906
H -2.62614 -0.11707 1.62980
H -3.78226 0.78196 -0.45223
N 2.03865 0.91529 -0.76843
N 2.99722 -1.07637 0.10455
S 0.34640 -1.21792 -0.12834
S -0.69344 1.62750 0.20056
S -3.34127 -0.50956 -0.65075
```

Largest force on an atom = 0.0767 hartree/bohr
Energy above the lowest of the compared OMol25 structures with the same formula, charge and spin = 1.9603 eV
Electronic energy = -1421.92648 Ha
Highest occupied orbital energy = -9.053 eV
Charge = 0
SMILES string = [H]/N=C(\N)SC(=S)CS


# 6
DFT (the ωB97M-V functional and the def2-TZVPD basis) results for 8 unconnected molecules or ions with the total composition H16O8.

Structure (XYZ):
```
24
Properties=species:S:1:pos:R:3
H -0.04188 0.47578 -0.55551
H -1.54428 0.33130 -0.37667
H 2.58198 3.12862 0.06427
H 1.79951 3.85960 1.14290
H -6.08028 -0.07920 -0.03713
H -5.09118 0.80971 -0.77304
H 3.59550 -1.59808 -1.60258
H 4.19404 -1.21266 -2.94543
H 2.00672 -2.09239 1.38560
H 1.42769 -1.21271 2.48148
H -2.54639 -0.05231 -1.64360
H -3.09429 1.22926 -1.03744
H 2.79972 -1.55498 -0.14548
H 2.03106 -0.38490 -0.73719
H -1.24611 -1.32530 1.52466
H -1.23306 0.09882 2.05547
O -0.74167 -0.18545 -0.51006
O 2.68745 3.76547 0.78001
O -5.20328 -0.08663 -0.43691
O 4.18032 -0.95376 -2.01711
O 2.26168 -1.56556 2.15140
O -3.09977 0.27211 -0.92421
O 2.08382 -0.93969 0.04920
O -1.72729 -0.72703 2.10735
```

Largest force on an atom = 0.0481 hartree/bohr
Energy above the lowest of the compared OMol25 structures with the same formula, charge and spin = 4.8796 eV
Electronic energy = -611.40329 Ha
Highest occupied orbital energy = -10.272 eV
Charge = 0
SMILES string = O.O.O.O.O.O.O.O


# 7
DFT (the ωB97M-V functional and the def2-TZVPD basis) results for 10 unconnected molecules or ions with the total composition C31H65N3O20.

Structure (XYZ):
```
119
Properties=species:S:1:pos:R:3
C 6.31873 8.40346 -18.28928
N 6.60394 7.77747 -19.67130
O 6.80672 8.56727 -20.57659
O 6.52609 6.58343 -19.70288
H 6.55464 9.46567 -18.22470
H 7.09343 7.95334 -17.66853
H 5.28189 8.20178 -18.02024
C 9.01329 -2.71478 -18.34208
N 10.23286 -1.91000 -18.73408
O 10.42537 -0.73468 -18.36015
O 11.05697 -2.48495 -19.46904
H 9.37011 -3.71936 -18.11493
H 8.33458 -2.69186 -19.19468
H 8.39453 -2.23087 -17.58637
C 15.00132 5.92033 -19.77932
N 15.95748 5.06853 -20.58632
O 16.94626 4.61626 -19.97956
O 15.74953 4.99639 -21.83486
H 15.60689 6.78595 -19.51080
H 14.79264 5.23080 -18.96133
H 14.13950 6.08484 -20.42608
O 7.10732 2.78639 -18.32188
C 7.70661 1.75674 -18.58310
O 8.07757 0.79860 -17.77183
C 8.00586 0.95127 -16.41202
C 6.96392 -0.09141 -15.92142
C 8.15144 1.37326 -19.99603
H 7.70102 1.94752 -16.09164
H 8.99448 0.70822 -16.02259
H 6.97598 -0.17342 -14.83457
H 7.07810 -1.13879 -16.20083
H 5.96072 0.11686 -16.29332
H 8.00701 2.19403 -20.69859
H 7.75454 0.42658 -20.36260
H 9.23736 1.28595 -20.03161
O 12.37712 4.37454 -17.75534
C 11.34310 3.71635 -17.96974
O 10.12241 4.21501 -18.34200
C 9.84492 5.61544 -18.40630
C 10.48970 6.24433 -19.64669
C 11.28397 2.17533 -17.80720
H 10.18968 6.02127 -17.45523
H 8.78268 5.85654 -18.36623
H 10.11832 7.25667 -19.80591
H 10.25502 5.62513 -20.51249
H 11.56706 6.20339 -19.48632
H 10.51362 1.82062 -17.12248
H 12.22032 1.80337 -17.39127
H 11.00031 1.58741 -18.68012
O 16.31300 1.43229 -15.21809
C 16.06480 2.48798 -15.82132
O 16.66768 3.69449 -15.71723
C 17.74777 3.77020 -14.75839
C 19.05313 3.05468 -15.26389
C 14.98039 2.39285 -16.92739
H 17.40931 3.43780 -13.77703
H 18.04552 4.80363 -14.58100
H 19.42697 3.43742 -16.21355
H 18.95410 1.98147 -15.42667
H 19.88399 3.23477 -14.58173
H 14.69609 3.42116 -17.15068
H 14.12455 1.80192 -16.60115
H 15.55883 1.96745 -17.74748
O 4.64411 3.10761 -22.82265
C 5.52394 3.14772 -23.74298
O 6.65580 3.76118 -23.61521
C 6.97756 4.45922 -22.40196
C 8.19237 5.40964 -22.66196
C 5.24043 2.61404 -25.08496
H 7.30698 3.78271 -21.61334
H 6.08185 5.02104 -22.13706
H 8.31428 6.12709 -21.85048
H 8.04644 6.07656 -23.51168
H 9.13282 4.86151 -22.71849
H 4.74017 3.42032 -25.62140
H 4.43715 1.87766 -25.06098
H 6.13881 2.24377 -25.57884
O 10.77654 10.68286 -23.77804
C 9.62900 10.28439 -23.93873
O 8.65474 10.57448 -24.87070
C 8.82568 11.46357 -26.00531
C 8.67826 12.94609 -25.57929
C 9.09309 9.19095 -22.98844
H 8.02883 11.24047 -26.71479
H 9.80728 11.19947 -26.39876
H 7.65000 13.07814 -25.24261
H 8.83325 13.51521 -26.49590
H 9.38567 13.23540 -24.80213
H 9.02661 8.23188 -23.50212
H 8.10628 9.42024 -22.58629
H 9.69047 9.00411 -22.09606
O 12.26254 0.13141 -21.01878
C 13.29086 0.63270 -20.50037
O 13.82375 1.79951 -20.84249
C 13.29615 2.58991 -21.96108
C 12.02011 3.32079 -21.60432
C 14.11020 -0.13705 -19.46819
H 13.20937 2.03128 -22.89302
H 14.11588 3.29826 -22.08096
H 11.61842 3.76941 -22.51288
H 12.33215 4.20582 -21.04983
H 11.33303 2.66225 -21.07296
H 14.82648 0.48958 -18.93681
H 14.64737 -0.88762 -20.04802
H 13.46616 -0.59968 -18.72034
O 11.05080 5.60585 -14.96530
C 11.34185 4.49893 -14.50736
O 12.60990 4.04426 -14.23226
C 13.79045 4.72553 -14.64171
C 14.10462 5.92612 -13.65474
C 10.29468 3.38868 -14.31257
H 13.65530 4.99822 -15.68836
H 14.56236 3.96696 -14.51200
H 15.02030 6.41385 -13.98902
H 14.20320 5.69794 -12.59345
H 13.31918 6.68117 -13.68786
H 10.74586 2.42622 -14.55384
H 9.47106 3.54631 -15.00892
H 9.92991 3.42311 -13.28599
```

Largest force on an atom = 0.1137 hartree/bohr
Energy above the lowest of the compared OMol25 structures with the same formula, charge and spin = 4.7536 eV
Electronic energy = -2888.94032 Ha
Highest occupied orbital energy = -9.801 eV
Charge = 0
SMILES string = C[N+](=O)[O-].C[N+](=O)[O-].C[N+](=O)[O-].CCOC(C)=O.CCOC(C)=O.CCOC(C)=O.CCOC(C)=O.CCOC(C)=O.CCOC(C)=O.CCOC(C)=O


# 8
DFT (the ωB97M-V functional and the def2-TZVPD basis) results for a molecular structure, C13H38N10O17Zn2.

Structure (XYZ):
```
80
Properties=species:S:1:pos:R:3
Zn -0.62470 1.72027 -3.67051
Zn 1.94298 1.86050 0.23284
C 2.15492 4.07519 -2.81266
O 1.86277 3.58697 -3.89242
O 3.15048 3.73287 -2.09231
O 1.17121 3.91960 -2.13141
C -0.76931 -0.40508 -0.43952
O -0.49586 0.13101 0.61481
O 0.18836 -0.48088 -1.16433
O -1.62511 0.19411 -1.01033
C -4.36862 5.06531 -4.04323
O -3.59065 4.18116 -4.32607
N -4.81176 5.26587 -2.84967
N -4.92404 5.91556 -4.85097
H -5.69494 5.75553 -2.83210
H -4.42257 4.76033 -2.06669
H -5.54278 6.64085 -4.51746
H -4.87563 5.72737 -5.84209
C -1.73628 -2.82685 -6.06922
O -1.46957 -1.69866 -5.74095
N -1.45640 -3.95106 -5.41847
N -1.91990 -3.16324 -7.27839
H -0.95586 -3.77506 -4.55906
H -1.56920 -4.87368 -5.81363
H -2.02566 -2.35708 -7.87757
H -2.08047 -4.11209 -7.58497
C 5.98744 0.44102 2.85951
O 4.79767 0.54951 2.47525
N 6.97929 0.25494 2.02940
N 6.45221 0.37035 4.09364
H 6.76126 0.34882 1.04771
H 7.91108 0.56216 2.26920
H 7.43562 0.18475 4.22990
H 5.79936 0.25476 4.85557
C 1.04135 6.15416 2.90100
O 1.44140 5.00236 2.66416
N 0.83898 6.59660 4.12082
N 0.79057 7.09079 2.02050
H 0.93281 6.01967 4.94450
H 0.52286 7.55118 4.21535
H 0.42523 8.00913 2.22855
H 0.78133 6.77062 1.06263
C -5.61248 -3.18223 0.45963
O -6.28320 -4.18953 0.66257
N -5.60800 -2.59324 -0.73075
N -4.78675 -2.66437 1.31867
H -6.10624 -2.97473 -1.52215
H -5.08463 -1.75352 -0.93330
H -4.74360 -3.12417 2.21690
H -4.21496 -1.98337 0.83970
C 2.09499 -5.25956 4.49386
C 2.04288 -4.33690 3.25958
O 2.95029 -4.83405 2.30207
O 3.36709 -5.03701 5.07621
H 1.84200 -6.30607 4.32386
H 1.33089 -5.10815 5.25631
H 2.15380 -3.29453 3.55836
H 1.03068 -4.44859 2.87087
H 3.51631 -4.08207 2.11299
H 3.18993 -4.81974 5.99437
C 4.42191 -5.12909 -3.33542
C 4.79262 -3.68346 -3.36415
O 4.58737 -2.82799 -2.23315
O 3.11165 -5.50501 -2.76511
H 5.16234 -5.62884 -2.71083
H 4.56299 -5.44792 -4.36816
H 4.25284 -3.10894 -4.11693
H 5.85899 -3.66768 -3.58934
H 3.76717 -2.34325 -2.35100
H 3.12619 -5.25174 -1.83923
C -3.45161 2.47571 4.55039
C -4.78211 2.33367 3.84826
O -4.74981 2.25715 2.33201
O -2.79998 1.16525 4.67155
H -3.73294 2.94504 5.49309
H -2.83593 3.04337 3.85268
H -5.46214 3.06317 4.28816
H -5.19671 1.35931 4.10676
H -3.99555 1.76429 2.00070
H -2.12619 1.12913 3.98869
```

Largest force on an atom = 0.1775 hartree/bohr
Electronic energy = -5902.88311 Ha
Highest occupied orbital energy = -7.548 eV
Charge = 0


Look up the charge of the first one. 0


What is the electronic energy in the first record? -1704.95638 Ha